{"formula": "C3H10N", "method": "wB97M-V/def2-TZVPD", "charge": 0, "s2": 0.75, "homo_energy_ha": [-0.24223, -0.36051], "relative_energy_kcal_mol": 5.7, "spin_multiplicity": 2, "species": ["C", "H", "H", "H", "H", "C", "C", "N", "H", "H", "H", "H", "H", "H"], "coordinates": [[-2.018, 1.431, 0.307], [-2.663, 2.282, 0.125], [-2.468, 0.819, 1.088], [-1.037, 1.733, 0.651], [-1.967, 0.856, -0.613], [1.959, -0.358, -0.724], [0.187, -1.214, 0.780], [1.103, -1.439, -0.240], [2.952, -0.761, -0.919], [2.036, 0.418, 0.028], [1.553, 0.092, -1.632], [-0.859, -1.328, 0.564], [0.561, -0.593, 1.581], [0.660, -1.938, -0.996]]}



{"formula": "C37H43Cl48F6N4O4", "method": "wB97M-V/def2-TZVPD", "charge": 1, "homo_energy_ha": -0.43472, "species": ["C", "C", "C", "C", "C", "C", "C", "C", "C", "F", "C", "C", "O", "N", "C", "O", "F", "O", "C", "C", "C", "C", "O", "N", "C", "C", "C", "C", "N", "C", "C", "C", "N", "C", "F", "F", "C", "F", "F", "H", "H", "H", "H", "H", "H", "H", "H", "H", "H", "H", "H", "H", "H", "H", "H", "H", "H", "H", "H", "H", "H", "H", "H", "H", "H", "H", "H", "H", "H", "H", "H", "H", "H", "H", "H", "H", "H", "H", "H", "H", "H", "H", "C", "Cl", "Cl", "Cl", "Cl", "C", "Cl", "Cl", "Cl", "Cl", "C", "Cl", "Cl", "Cl", "Cl", "C", "Cl", "Cl", "Cl", "Cl", "C", "Cl", "Cl", "Cl", "Cl", "C", "Cl", "Cl", "Cl", "Cl", "C", "Cl", "Cl", "Cl", "Cl", "C", "Cl", "Cl", "Cl", "Cl", "C", "Cl", "Cl", "Cl", "Cl", "C", "Cl", "Cl", "Cl", "Cl", "C", "Cl", "Cl", "Cl", "Cl", "C", "Cl", "Cl", "Cl", "Cl"], "coordinates": [[4.080, 4.331, 1.041], [4.207, 2.771, 1.517], [4.399, 1.768, 0.276], [3.039, 0.946, -0.096], [3.067, 0.397, -1.609], [1.576, 0.104, -2.208], [1.124, 1.369, -3.150], [-0.325, 1.793, -2.627], [-1.113, 2.908, -3.428], [-0.605, 2.826, -4.805], [-2.648, 2.415, -3.741], [-3.167, 3.107, -5.126], [-3.116, 2.558, -6.248], [-3.785, 4.459, -5.010], [-3.041, 5.485, -5.753], [-3.153, 6.676, -5.357], [-2.202, 5.251, -6.870], [-3.628, 2.628, -2.764], [-3.207, 3.384, -1.567], [-4.660, 4.021, -1.161], [-4.686, 4.286, 0.537], [-6.206, 4.085, 1.236], [-4.972, 3.060, 1.384], [-2.664, 2.398, -0.661], [-3.350, 1.043, -0.774], [-3.095, 0.270, 0.640], [-1.541, -0.110, 0.841], [-2.246, 4.669, -1.965], [-2.119, 5.520, -0.837], [-1.227, 5.656, 0.257], [-1.158, 4.575, 1.468], [-0.067, 3.413, 1.275], [-1.086, 4.324, -2.896], [0.245, 4.906, -2.589], [0.168, 6.346, -2.413], [0.979, 4.320, -1.540], [1.288, 4.899, -3.850], [2.493, 5.601, -3.513], [0.740, 5.597, -4.982], [5.119, 4.829, 0.942], [3.558, 4.307, 0.017], [3.428, 4.931, 1.776], [5.117, 2.758, 2.235], [3.297, 2.537, 2.173], [4.791, 2.379, -0.618], [5.255, 1.049, 0.564], [2.161, 1.638, 0.148], [3.054, 0.008, 0.583], [3.685, -0.582, -1.595], [3.659, 1.136, -2.251], [1.516, -0.889, -2.763], [0.889, 0.122, -1.273], [1.159, 1.029, -4.238], [1.909, 2.184, -2.899], [-0.974, 0.833, -2.625], [-0.224, 2.096, -1.530], [-2.577, 1.289, -3.995], [-4.781, 4.453, -5.332], [-4.810, 5.088, -1.529], [-5.524, 3.307, -1.358], [-3.986, 5.158, 0.981], [-6.897, 3.335, 0.726], [-6.135, 4.314, 2.349], [-2.663, 2.582, 0.341], [-4.494, 1.140, -0.851], [-2.903, 0.407, -1.628], [-3.556, 0.856, 1.524], [-3.715, -0.704, 0.558], [-1.494, -1.207, 1.159], [-1.123, 0.583, 1.654], [-1.007, 0.028, -0.166], [-3.005, 5.236, -2.661], [-2.933, 6.156, -0.756], [-0.109, 5.898, 0.045], [-1.548, 6.626, 0.823], [-2.174, 4.149, 1.775], [-0.795, 5.170, 2.396], [0.102, 2.952, 2.327], [-0.384, 2.546, 0.607], [0.980, 3.803, 0.965], [-1.299, 4.842, -3.794], [1.582, 3.858, -4.193], [-3.286, -3.740, -1.104], [-1.728, -2.910, -1.319], [-3.462, -4.236, 0.592], [-4.610, -2.636, -1.540], [-3.342, -5.174, -2.150], [5.587, -3.654, -2.438], [7.153, -3.783, -3.266], [5.693, -2.426, -1.157], [4.335, -3.181, -3.608], [5.166, -5.222, -1.721], [7.997, -7.050, 0.730], [7.537, -7.950, -0.732], [7.323, -5.407, 0.652], [7.358, -7.884, 2.164], [9.768, -6.959, 0.837], [13.091, -9.176, -0.217], [13.045, -7.867, 0.985], [14.318, -10.370, 0.255], [11.500, -9.963, -0.299], [13.502, -8.503, -1.810], [-8.387, 4.541, -5.457], [-8.858, 3.659, -6.923], [-9.050, 6.186, -5.514], [-9.016, 3.696, -4.027], [-6.608, 4.623, -5.360], [3.511, -10.078, 3.024], [5.074, -9.252, 2.807], [3.330, -10.580, 4.719], [2.192, -8.968, 2.589], [3.451, -11.510, 1.974], [4.114, -7.445, 6.965], [4.081, -8.856, 8.044], [5.296, -6.264, 7.570], [4.575, -7.962, 5.328], [2.502, -6.698, 6.917], [3.523, -9.165, -2.753], [5.082, -8.341, -2.968], [3.345, -9.663, -1.057], [2.203, -8.057, -3.187], [3.461, -10.599, -3.801], [-2.103, 1.086, 4.836], [-1.082, 2.176, 5.799], [-2.707, 1.952, 3.404], [-1.148, -0.321, 4.324], [-3.479, 0.541, 5.819], [5.912, -9.265, 12.057], [5.862, -7.960, 13.261], [7.139, -10.461, 12.530], [4.321, -10.052, 11.969], [6.327, -8.589, 10.467], [-7.668, 0.241, 1.472], [-7.727, 1.539, 2.680], [-6.436, -0.951, 1.938], [-9.254, -0.552, 1.379], [-7.253, 0.930, -0.116], [-10.402, 4.448, 2.152], [-12.149, 4.128, 2.155], [-10.116, 6.173, 1.835], [-9.718, 4.017, 3.734], [-9.624, 3.477, 0.881]]}



{"formula": "C3H5F2NS", "method": "wB97M-V/def2-TZVPD", "charge": 0, "homo_energy_ha": [-0.32331, -0.32330], "relative_energy_kcal_mol": 4.2, "smiles": "CC(F)(F)C(N)=S", "species": ["C", "C", "F", "F", "C", "N", "S", "H", "H", "H", "H", "H"], "coordinates": [[1.229, -0.555, -1.078], [0.375, 0.282, -0.190], [1.003, 0.846, 0.900], [-0.091, 1.441, -0.811], [-0.891, -0.377, 0.495], [-1.568, 0.541, 1.156], [-0.959, -2.008, 0.659], [1.009, -1.587, -0.965], [0.971, -0.261, -2.075], [2.399, -0.305, -0.979], [-1.395, 1.432, 0.895], [-2.082, 0.550, 1.995]]}



no.,E_tot (eV)
1,-4761.0757
2,-670575.2727
3,-20951.9150